This record from OMol25 describes CH20MnO16P as an isolated structure at a distorted geometry. The level of theory is wB97M-V/def2-TZVPD.

Results
Energy above the lowest of the compared OMol25 structures with the same formula, charge and spin in kcal per mole: 0.0
LUMO level (alpha / beta) in eV: 0.2466 / 0.2451
Gap between HOMO and LUMO (alpha / beta) in eV: 3.77 / 3.97
HOMO energy (alpha / beta) in eV: -3.5 / -3.7
Expectation value of S²: 8.760

Structure (ORCA input):
```
! RIJCOSX wB97M-V def2-TZVPD def2/J DEFGRID3
* xyz -1 6
O 0.90435 23.99057 20.13277
H 0.88467 24.49822 19.28478
H 1.74371 24.25220 20.64129
H 0.91330 23.04798 19.96170
O -0.17857 21.41172 17.62966
H 0.40340 21.44766 18.40564
H -0.06702 20.55159 17.19182
H 0.19222 22.12845 17.03694
Mn 3.12283 25.88243 17.84895
C 1.57664 24.27959 16.67509
O 1.27801 24.79898 17.77338
O 2.63112 24.76532 16.16125
O 1.03596 23.27724 16.19168
P 3.88904 25.29780 20.29792
O 2.97757 24.67721 21.35340
O 3.79457 24.34863 19.04035
O 5.36422 25.42361 20.66459
O 3.26943 26.62095 19.69271
O -0.88232 27.21341 18.24328
H -0.35401 28.00950 18.14548
H -0.30071 26.50510 17.95695
O 5.02832 26.20425 17.00026
H 5.32154 25.55299 16.35574
H 5.67584 26.91193 16.94753
O -0.20528 23.47201 13.72250
H -1.12264 23.39172 13.99628
H 0.29942 23.27871 14.52212
O 2.70766 21.38215 14.61608
H 2.26226 22.12960 15.02128
H 3.61787 21.68401 14.49478
O -1.99179 24.97815 16.04568
H -1.43410 24.60414 16.73304
H -1.39308 25.51156 15.51449
O 4.87136 23.22997 14.89038
H 4.04168 23.67860 15.11570
H 5.40037 23.90591 14.46026
O 2.38871 26.28023 13.80098
H 2.46832 25.66923 14.54901
H 1.89262 25.78896 13.14100
*
```



This record from OMol25 describes a 2-piece molecular cluster, CHIN2O2S overall at a distorted geometry. The level of theory is wB97M-V/def2-TZVPD.

Results
Energy above the lowest of the compared OMol25 structures with the same formula, charge and spin in kcal per mole: 62.5
LUMO level (alpha / beta) in eV: -0.4538 / -0.6358
Gap between HOMO and LUMO (alpha / beta) in eV: 8.23 / 9.07
HOMO energy (alpha / beta) in eV: -8.7 / -9.7

Structure (ORCA input):
```
! RIJCOSX wB97M-V def2-TZVPD def2/J DEFGRID3
* xyz 0 1
C 1.61342 0.55094 -0.23056
N 0.93149 1.46056 -0.14432
N -0.76078 -1.09395 1.17641
O -1.17961 0.63205 -1.53178
O -1.37514 0.05483 1.00054
S -1.76149 0.97148 -0.25576
I 2.84023 -1.03186 -0.45047
H -0.30812 -1.54404 0.43594
*
```



This record from OMol25 describes a 5-piece molecular cluster, C15H29Br4N3O overall at a distorted geometry. The level of theory is wB97M-V/def2-TZVPD.

Results
LUMO level (alpha / beta) in eV: -3.8422 / -9.0908
Gap between HOMO and LUMO (alpha / beta) in eV: 8.91 / 3.66
HOMO energy (alpha / beta) in eV: -12.8 / -12.8
Expectation value of S²: 0.768

Structure (ORCA input):
```
! RIJCOSX wB97M-V def2-TZVPD def2/J DEFGRID3
* xyz 1 2
C 22.45591 14.03935 2.43891
O 22.59449 13.19408 3.25674
N 23.41595 14.68698 1.75579
C 23.17824 15.81543 0.89151
C 24.79572 14.44241 2.03012
H 21.44475 14.30964 2.09731
H 23.61266 15.48137 -0.05071
H 23.52919 16.79523 1.21544
H 22.11397 15.88186 0.66564
H 25.02084 14.85843 3.01213
H 24.98859 13.40710 2.31124
H 25.60923 14.83351 1.41910
C 22.35932 12.82436 -2.01499
C 21.09745 12.56086 -2.89409
C 19.95128 11.57749 -2.44191
C 20.14182 10.16623 -2.53387
N 20.43809 9.04452 -2.59727
H 23.15138 12.07600 -2.04129
H 22.07773 12.71948 -0.96722
H 22.76163 13.79899 -2.29128
H 21.46728 12.18920 -3.84970
H 20.67680 13.54004 -3.12292
H 19.07574 11.75903 -3.06528
H 19.52758 11.91299 -1.49533
C 26.08413 13.28134 -1.94334
C 27.42998 13.49827 -2.62087
C 28.43428 14.26250 -1.83578
C 29.82353 14.29791 -2.32622
N 30.94145 14.26380 -2.78542
H 26.23537 12.73836 -1.01039
H 25.29374 12.68747 -2.40235
H 25.67124 14.26361 -1.71364
H 27.15127 13.83970 -3.61779
H 27.70341 12.45054 -2.74581
H 28.36699 14.10363 -0.75953
H 28.21535 15.32575 -1.93404
Br 25.95268 17.59663 -0.72950
C 25.92252 18.99309 0.78284
C 25.33582 20.36486 0.12606
Br 26.54575 21.08999 -1.21371
H 26.93670 19.23256 1.10251
H 25.14281 18.71428 1.49166
H 25.38710 21.03046 0.98772
H 24.42259 20.07515 -0.39372
Br 24.42030 10.18669 0.36803
C 23.17066 10.13359 1.95666
C 23.91195 9.81232 3.25537
Br 22.65309 8.93374 4.61845
H 22.54838 9.31414 1.59698
H 22.53669 10.99530 2.16559
H 24.30771 10.75799 3.62575
H 24.76474 9.14964 3.10802
*
```



| no. | molecular weight (g/mol) |
| --- | --- |
| 1 | 374.1 |
| 2 | 232.0 |
| 3 | 587.0 |